Entry from the OMol25 dataset: a structure of composition C18H19F3N2O3RhS (ωB97M-V/def2-TZVPD).

E: -1840.58037 Eh
HOMO level (spin up / spin down): -11.8458 / -11.8456 eV
LUMO energy (spin up / spin down): -0.171 / -0.171 Eh
Energy relative to the best compared isomer or geometry (same formula, charge and spin): 1.2 kcal per mole

Structure (ORCA input):
```
! wB97M-V def2-TZVPD RIJCOSX def2/J DEFGRID3
* xyz 1 1
Rh -0.682 -0.645 -0.581
C 1.603 4.442 -0.447
C 0.372 3.798 -0.443
C 0.210 2.600 -1.116
C 1.294 2.063 -1.802
C 2.516 2.727 -1.854
C 2.676 3.909 -1.151
N 1.221 0.864 -2.553
N 0.480 -0.030 -2.146
C 0.274 -1.250 -2.855
C 0.784 -1.735 -4.047
C 0.359 -3.009 -4.396
C -0.519 -3.729 -3.581
C -1.024 -3.211 -2.389
C -0.599 -1.946 -2.044
H 1.720 5.380 0.079
H -0.470 4.240 0.074
H -0.758 2.120 -1.148
H 3.322 2.302 -2.437
H 3.625 4.425 -1.172
H 1.462 -1.160 -4.661
H 0.711 -3.453 -5.316
H -0.819 -4.723 -3.888
H -1.703 -3.789 -1.776
F -5.177 -0.682 -1.202
C -4.559 -0.805 -0.037
F -4.964 -1.912 0.569
F -4.857 0.247 0.732
C -3.035 -0.838 -0.234
O -2.515 -0.211 -1.209
O -2.280 -1.427 0.568
C 0.988 1.054 4.908
C 1.075 1.079 3.390
S -0.363 0.363 2.595
O -0.014 0.519 1.111
C -0.163 -1.388 2.985
C 1.039 -2.051 2.335
H 1.828 1.614 5.317
H 1.042 0.045 5.315
H 0.072 1.526 5.263
H 1.958 0.581 2.990
H 1.070 2.104 3.015
H -1.098 -1.846 2.662
H -0.130 -1.445 4.074
H 0.990 -2.005 1.244
H 1.055 -3.105 2.609
H 1.983 -1.608 2.649
*
```

***

Entry from the OMol25 dataset: an isolated molecule of C18H19F3N4O4S in a non-equilibrium geometry (ωB97M-V/def2-TZVPD).

E: -1915.11196 Eh
HOMO level: -8.2323 eV
LUMO energy: 0.003 Eh
Energy relative to the best compared isomer or geometry (same formula, charge and spin): 15.1 kcal per mole

Structure (ORCA input):
```
! wB97M-V def2-TZVPD RIJCOSX def2/J DEFGRID3
* xyz 0 1
O 0.376 0.028 -3.385
O 2.453 4.550 -0.624
F 2.673 3.286 2.597
F 1.161 3.801 4.086
F 0.714 4.163 1.970
N 0.679 1.224 1.459
N 0.427 1.082 3.640
O 2.862 2.331 -0.567
O -0.032 -0.109 3.075
S -0.305 -2.331 -1.571
C 0.641 0.764 -2.438
C 2.127 3.414 -0.891
C 0.199 0.014 1.736
C 0.832 1.876 2.681
C -0.071 -1.077 0.745
C 0.181 -0.929 -0.612
C -0.851 -3.187 -0.133
C -0.705 -2.421 1.011
N 0.716 0.249 -1.156
N 0.836 2.124 -2.661
C 1.359 3.299 2.836
C -1.457 -4.565 -0.313
C -1.043 -2.905 2.405
C 0.802 2.692 -4.004
C -2.705 -4.706 0.561
C -1.166 -4.422 2.649
C -2.376 -5.118 2.035
C 0.863 4.201 -3.768
C 0.231 4.336 -2.398
C 0.788 3.141 -1.605
H 3.594 2.742 -0.089
H 0.980 0.902 -0.421
H -1.765 -4.731 -1.363
H -0.704 -5.335 -0.061
H -1.938 -2.431 2.754
H -0.210 -2.633 3.083
H -0.176 2.454 -4.467
H 1.628 2.332 -4.625
H -3.298 -3.806 0.579
H -3.334 -5.476 0.077
H -0.253 -4.874 2.283
H -1.161 -4.597 3.718
H -3.206 -4.887 2.679
H -2.230 -6.211 2.073
H 1.884 4.552 -3.731
H 0.362 4.753 -4.559
H 0.461 5.327 -1.949
H -0.869 4.221 -2.506
H 0.028 2.891 -0.834
*
```

***

Entry from the OMol25 dataset: a structure of composition C18H19F3N6O8PtS2 in a non-equilibrium geometry (ωB97M-V/def2-TZVPD).

E: -2843.28434 Eh
HOMO level (spin up / spin down): -1.6124 / -1.6151 eV
LUMO energy (spin up / spin down): 0.164 / 0.164 Eh
Energy relative to the best compared isomer or geometry (same formula, charge and spin): 65.0 kcal per mole

Structure (ORCA input):
```
! wB97M-V def2-TZVPD RIJCOSX def2/J DEFGRID3
* xyz -2 1
Pt 0.982 0.422 -0.677
O 4.841 1.413 0.125
C 3.914 0.606 0.154
O 2.709 0.867 0.508
C 4.245 -0.857 -0.112
C 5.472 -1.315 0.365
C 5.872 -2.633 0.227
C 5.026 -3.527 -0.422
C 3.809 -3.093 -0.909
C 3.395 -1.758 -0.770
S 1.873 -1.370 -1.554
H 6.112 -0.585 0.845
H 6.828 -2.960 0.619
H 5.310 -4.568 -0.541
H 3.142 -3.789 -1.406
C -1.252 -4.345 0.088
C -2.299 -3.870 1.091
C -2.762 -2.417 0.863
C -3.833 -2.052 1.902
C -4.288 -0.601 1.813
C -3.389 -2.350 -0.515
O -4.403 -2.966 -0.811
N -2.734 -1.584 -1.423
C -1.575 -0.831 -1.175
O -1.127 -0.167 -2.111
N -0.977 -0.858 0.019
C -1.525 -1.509 1.067
O -1.065 -1.471 2.200
H -0.887 -5.340 0.353
H -0.394 -3.671 0.055
H -1.668 -4.404 -0.921
H -1.891 -3.908 2.103
H -3.184 -4.511 1.049
H -3.400 -2.251 2.884
H -4.680 -2.726 1.753
H -3.462 0.085 2.005
H -5.078 -0.398 2.541
H -4.675 -0.360 0.821
H -3.133 -1.490 -2.344
N 0.422 5.160 -1.856
C 1.596 5.301 -1.205
N 1.824 6.525 -0.602
N 2.560 4.430 -1.167
C 2.307 3.233 -1.702
N 2.156 2.175 -2.150
H -0.310 5.809 -1.619
H 0.062 4.215 -1.964
H 1.015 6.915 -0.145
H 2.627 6.471 0.007
F -2.021 3.592 2.135
C -1.902 4.000 0.870
F -3.030 4.667 0.556
F -0.897 4.905 0.831
S -1.611 2.599 -0.297
O -1.642 3.259 -1.587
O -2.713 1.721 -0.015
O -0.292 2.166 0.153
*
```

***

Entry from the OMol25 dataset: a structure of composition C18H19F5GeN2OS2Ti (ωB97M-V/def2-TZVPD).

E: -5103.44745 Eh
HOMO level: -15.6377 eV
LUMO energy: -0.351 Eh
Energy relative to the best compared isomer or geometry (same formula, charge and spin): 5.2 kcal per mole

Structure (ORCA input):
```
! wB97M-V def2-TZVPD RIJCOSX def2/J DEFGRID3
* xyz 2 1
Ti 0.135 1.361 -0.491
S 0.818 2.431 1.442
C 1.877 1.235 2.155
C 2.138 1.391 3.549
N 2.312 1.509 4.678
C 2.448 0.237 1.439
S 2.115 0.103 -0.289
C 3.345 -0.723 1.986
N 4.055 -1.544 2.363
C -2.308 -3.558 2.321
C -1.528 -4.024 1.101
C -0.019 -3.930 1.277
C 0.541 -2.501 1.413
Ge 0.363 -1.533 -0.269
C -1.340 -0.436 -0.729
C -2.127 0.663 0.004
C -2.277 0.477 1.506
C -2.999 1.641 2.163
H -3.381 -3.687 2.185
H -2.128 -2.509 2.560
H -2.019 -4.134 3.201
H -1.851 -3.482 0.195
H -1.782 -5.062 0.882
H 0.499 -4.437 0.460
H 0.268 -4.467 2.184
H 1.621 -2.559 1.576
H 0.116 -1.950 2.252
H 0.612 -2.228 -1.597
H -1.879 -1.359 -0.463
H -1.368 -0.336 -1.815
H -3.095 0.787 -0.492
H -1.784 1.728 -0.214
H -1.295 0.317 1.971
H -2.826 -0.456 1.653
H -2.438 2.573 2.058
H -3.130 1.458 3.228
H -3.988 1.789 1.728
F 3.420 4.447 -5.534
C 2.662 3.715 -4.754
C 2.487 4.093 -3.419
F 3.073 5.167 -2.938
C 1.686 3.296 -2.633
F 1.446 3.546 -1.324
C 1.063 2.166 -3.139
O 0.291 1.479 -2.247
C 1.237 1.785 -4.459
F 0.647 0.702 -4.932
C 2.048 2.574 -5.267
F 2.237 2.241 -6.525
*
```

***

Entry from the OMol25 dataset: an isolated molecule of C18H19FN4O2S2 in a non-equilibrium geometry (ωB97M-V/def2-TZVPD).

E: -1963.07685 Eh
HOMO level: -8.2192 eV
LUMO energy: 0.020 Eh
Energy relative to the best compared isomer or geometry (same formula, charge and spin): 16.6 kcal per mole

Structure (ORCA input):
```
! wB97M-V def2-TZVPD RIJCOSX def2/J DEFGRID3
* xyz 0 1
C -0.029 -3.330 1.836
H -0.109 -3.627 2.877
H 0.465 -4.128 1.285
H -1.030 -3.194 1.434
C 0.784 -2.043 1.736
N 0.954 -1.631 0.365
C 0.068 -0.995 -0.458
N 0.575 -0.795 -1.636
N 1.824 -1.317 -1.587
C 2.104 -1.842 -0.366
S 3.499 -2.531 0.135
H 2.432 -1.300 -2.388
C -1.281 -0.499 -0.041
N -1.316 0.947 -0.078
S -0.332 1.741 1.005
O -0.386 0.985 2.222
O -0.734 3.111 1.002
C 1.331 1.636 0.337
C 2.335 1.050 1.083
C 3.614 0.955 0.560
C 3.843 1.460 -0.709
C 2.846 2.066 -1.459
C 1.575 2.155 -0.921
H 0.775 2.631 -1.466
H 3.074 2.456 -2.438
F 5.074 1.368 -1.236
H 4.417 0.491 1.109
H 2.104 0.677 2.068
H -1.319 1.345 -1.003
H -1.449 -0.768 1.004
C -2.371 -1.090 -0.940
C -3.762 -0.571 -0.668
C -4.716 -0.689 -1.673
C -6.014 -0.258 -1.475
C -6.378 0.306 -0.264
C -5.436 0.431 0.740
C -4.136 -0.007 0.544
H -3.419 0.114 1.340
H -5.710 0.873 1.687
H -7.390 0.648 -0.107
H -6.741 -0.359 -2.268
H -4.436 -1.127 -2.621
H -2.104 -0.883 -1.979
H -2.364 -2.178 -0.814
H 0.311 -1.230 2.293
H 1.792 -2.214 2.128
*
```

***

Entry from the OMol25 dataset: an isolated molecule of C18H19N3O4S in a non-equilibrium geometry (ωB97M-V/def2-TZVPD).

E: -1560.77176 Eh
HOMO level: -9.0464 eV
LUMO energy: 0.010 Eh
Energy relative to the best compared isomer or geometry (same formula, charge and spin): 36.8 kcal per mole

Structure (ORCA input):
```
! wB97M-V def2-TZVPD RIJCOSX def2/J DEFGRID3
* xyz 0 1
C -0.583 -1.376 2.162
H 0.193 -2.051 1.815
H -0.690 -1.490 3.237
H -0.288 -0.352 1.944
C -1.903 -1.707 1.481
N -1.856 -1.400 0.063
S -0.776 -2.289 -0.846
O -0.376 -3.476 -0.147
O -1.286 -2.412 -2.181
C 0.632 -1.180 -0.922
C 1.849 -1.574 -0.415
C 2.959 -0.731 -0.477
C 2.814 0.533 -1.077
C 1.571 0.899 -1.602
C 0.483 0.054 -1.530
H -0.469 0.328 -1.953
H 1.479 1.861 -2.085
N 3.879 1.412 -1.250
C 4.938 1.669 -0.422
O 5.791 2.461 -0.733
C 4.908 0.908 0.885
C 5.191 -0.556 0.622
O 6.200 -1.125 0.952
N 4.179 -1.218 -0.016
H 4.283 -2.226 -0.035
H 5.685 1.304 1.539
H 3.924 1.011 1.346
H 3.808 2.040 -2.041
H 1.936 -2.560 0.014
C -3.110 -1.034 -0.556
C -3.513 0.386 -0.251
C -2.573 1.344 0.105
C -2.961 2.647 0.364
C -4.294 3.010 0.267
C -5.237 2.060 -0.088
C -4.849 0.757 -0.342
H -5.589 0.018 -0.616
H -6.279 2.335 -0.164
H -4.596 4.026 0.469
H -2.220 3.382 0.643
H -1.535 1.059 0.182
H -3.913 -1.722 -0.254
H -2.966 -1.155 -1.634
H -2.704 -1.103 1.915
H -2.135 -2.768 1.631
*
```

***

Entry from the OMol25 dataset: a structure of composition C18H19NO4 in a non-equilibrium geometry (ωB97M-V/def2-TZVPD).

E: -1052.46769 Eh
HOMO level: -8.1043 eV
LUMO energy: 0.005 Eh
Energy relative to the best compared isomer or geometry (same formula, charge and spin): 386.0 kcal per mole

Structure (ORCA input):
```
! wB97M-V def2-TZVPD RIJCOSX def2/J DEFGRID3
* xyz 0 1
C -6.209 -3.276 0.232
C -4.860 -2.450 0.387
H -4.603 -2.345 1.433
H -4.108 -2.886 -0.196
O -5.263 -1.300 -0.201
C -4.382 -0.266 0.089
C -3.137 -0.509 0.719
C -2.156 0.676 0.458
C -2.526 1.945 0.009
C -3.729 2.075 -0.400
C -4.735 1.293 -0.413
H -5.776 1.335 -0.923
H -4.008 2.923 -0.862
C -1.529 3.151 0.146
O -1.935 4.195 -0.116
C -0.130 2.726 0.385
O 0.321 1.508 -0.514
C 1.502 1.088 -0.385
C 2.658 1.729 0.288
C 3.757 1.041 0.502
C 3.983 -0.129 -0.494
C 2.894 -0.506 -1.075
C 1.779 0.135 -1.205
H 0.928 -0.292 -1.722
H 3.185 -1.297 -2.095
N 5.338 -0.780 -0.421
C 6.384 -0.754 0.330
O 6.521 0.474 1.121
C 7.405 -1.588 0.126
H 8.383 -1.360 0.702
H 7.170 -2.458 0.173
H 7.732 -1.504 -1.161
H 5.323 -1.540 -1.036
H 4.544 1.246 1.001
H 2.370 2.427 0.974
H 0.174 2.732 1.357
H 0.533 3.666 -0.184
H -1.159 0.486 1.261
H -2.772 -1.302 0.954
H -6.204 -4.170 0.569
H -6.426 -3.353 -0.751
H -7.238 -2.788 0.937
*
```

***

Entry from the OMol25 dataset: a structure of composition C18H20AsBr4O2PtSe (ωB97M-V/def2-TZVPD).

E: -15900.62283 Eh
HOMO level (spin up / spin down): -11.0530 / -11.1358 eV
LUMO energy (spin up / spin down): -0.210 / -0.207 Eh
Energy relative to the best compared isomer or geometry (same formula, charge and spin): 0.0 kcal per mole

Structure (ORCA input):
```
! wB97M-V def2-TZVPD RIJCOSX def2/J DEFGRID3
* xyz 1 1
Pt 0.385 -0.199 0.739
Br -5.352 1.549 -4.015
C -4.013 0.641 -3.084
C -4.070 -0.828 -3.008
Br -5.467 -1.719 -3.868
C -3.140 -1.543 -2.332
Br -3.151 -3.403 -2.184
C -2.047 -0.869 -1.657
O -1.191 -1.439 -1.019
C -1.961 0.656 -1.770
O -1.013 1.203 -1.259
C -3.015 1.344 -2.498
Br -2.869 3.202 -2.556
Se -1.149 0.329 2.393
C -0.178 0.183 4.000
C -0.807 0.623 5.170
C -0.147 0.534 6.381
C 1.139 0.014 6.431
C 1.772 -0.420 5.270
C 1.119 -0.342 4.056
H -1.809 1.030 5.120
H -0.631 0.870 7.287
H 1.653 -0.056 7.380
H 2.773 -0.825 5.320
H 1.591 -0.680 3.141
C 3.741 -2.144 0.780
C 3.470 -1.642 -0.634
As 2.366 -0.032 -0.674
C 3.559 1.424 -0.157
C 3.577 1.677 1.345
C 2.026 0.273 -2.570
C 3.275 0.360 -3.435
H 4.242 -3.112 0.753
H 2.812 -2.267 1.342
H 4.385 -1.457 1.331
H 2.938 -2.393 -1.222
H 4.398 -1.412 -1.160
H 3.210 2.306 -0.698
H 4.553 1.182 -0.537
H 2.567 1.829 1.730
H 4.162 2.568 1.574
H 4.023 0.843 1.888
H 1.437 1.192 -2.617
H 1.371 -0.540 -2.892
H 3.944 1.153 -3.099
H 3.006 0.577 -4.468
H 3.833 -0.576 -3.432
*
```

***

Entry from the OMol25 dataset: a structure of composition C18H20AsDyN4O10S4 in a non-equilibrium geometry (ωB97M-V/def2-TZVPD).

E: -6383.27721 Eh
HOMO level (spin up / spin down): -3.1030 / -3.1144 eV
⟨S²⟩: 9.33
LUMO energy (spin up / spin down): 0.160 / 0.160 Eh
Energy relative to the best compared isomer or geometry (same formula, charge and spin): 0.0 kcal per mole

Structure (ORCA input):
```
! wB97M-V def2-TZVPD RIJCOSX def2/J DEFGRID3
* xyz -2 6
Dy -0.322 -1.086 -0.452
O -4.123 0.496 0.384
As -2.534 0.581 1.300
O -3.031 0.854 2.829
O -1.818 -0.886 1.055
C -1.996 2.295 0.525
C -2.179 3.381 1.369
C -2.042 4.671 0.882
C -1.714 4.886 -0.451
C -1.500 3.805 -1.289
C -1.642 2.513 -0.800
S -1.359 1.184 -1.966
O 0.053 0.807 -1.925
O -1.807 1.704 -3.235
O -2.170 0.046 -1.485
H -3.820 0.418 -0.535
H -2.448 3.179 2.398
H -2.215 5.516 1.539
H -1.632 5.895 -0.835
H -1.243 3.931 -2.332
C 6.407 0.623 -1.752
C 5.186 0.665 -0.876
C 4.024 1.281 -1.324
C 2.857 1.247 -0.574
C 2.850 0.594 0.645
C 4.010 -0.003 1.122
C 5.168 0.038 0.369
S 1.330 0.207 1.526
O 1.468 0.625 2.903
O 0.267 0.915 0.773
N 1.259 -1.322 1.250
C 0.978 -2.255 2.331
C -0.072 -3.291 1.891
O -0.462 -4.125 2.709
O -0.455 -3.209 0.672
H 6.209 -0.038 -2.598
H 7.272 0.243 -1.206
H 6.646 1.614 -2.144
H 4.017 1.762 -2.296
H 1.952 1.703 -0.949
H 3.977 -0.509 2.080
H 6.066 -0.455 0.725
H 0.603 -1.738 3.217
H 1.884 -2.799 2.620
C -4.110 -3.087 1.317
N -3.163 -3.351 0.251
C -3.209 -2.761 -0.933
N -4.341 -2.081 -1.276
S -1.971 -2.991 -2.081
H -3.829 -3.705 2.166
H -5.123 -3.344 0.995
H -4.085 -2.044 1.638
H -2.208 -3.628 0.526
H -4.764 -1.547 -0.524
H -4.215 -1.563 -2.130
S 3.512 -2.127 -3.583
C 2.258 -1.936 -2.590
N 1.347 -1.800 -1.867
*
```

***

Entry from the OMol25 dataset: a structure of composition C18H20BrN4O2PtS (ωB97M-V/def2-TZVPD).

E: -4158.69601 Eh
HOMO level: -10.8710 eV
LUMO energy: -0.126 Eh
Energy relative to the best compared isomer or geometry (same formula, charge and spin): 0.0 kcal per mole

Structure (ORCA input):
```
! wB97M-V def2-TZVPD RIJCOSX def2/J DEFGRID3
* xyz 1 1
Pt 0.031 0.047 0.084
O 2.569 0.026 -4.811
C 2.201 -1.243 -4.461
C 2.282 -2.202 -5.466
C 1.894 -3.502 -5.212
C 1.412 -3.864 -3.957
C 1.357 -2.913 -2.957
C 1.773 -1.600 -3.182
C 1.736 -0.598 -2.060
O 0.436 -0.113 -1.822
N 2.267 -1.227 -0.840
N 1.879 -0.666 0.324
C 2.468 -0.878 1.443
C 1.923 -0.390 2.697
Br 0.151 0.363 2.580
C 2.481 -0.467 3.906
C 3.849 -0.941 4.175
C 4.070 -1.769 5.276
C 5.344 -2.234 5.553
C 6.413 -1.856 4.751
C 6.207 -1.008 3.673
C 4.930 -0.552 3.383
H 2.264 0.660 -4.155
H 2.640 -1.898 -6.440
H 1.956 -4.239 -6.002
H 1.087 -4.877 -3.765
H 0.987 -3.179 -1.974
H 2.388 0.257 -2.303
H 3.139 -1.736 -0.866
H 3.370 -1.480 1.485
H 1.889 -0.172 4.765
H 3.238 -2.059 5.905
H 5.505 -2.885 6.402
H 7.410 -2.211 4.977
H 7.043 -0.686 3.067
H 4.779 0.145 2.567
C -2.095 1.139 -3.370
N -1.930 2.264 -2.441
C -1.879 2.159 -1.130
N -1.655 3.245 -0.392
S -2.182 0.624 -0.348
H -1.942 1.524 -4.375
H -3.099 0.729 -3.290
H -1.361 0.369 -3.150
H -1.761 3.171 -2.851
H -1.529 4.160 -0.796
H -1.723 3.167 0.607
*
```